Entry 1:
Computed, not measured: a structure of composition C6H21BNO4Si2, with ωB97M-V/def2-TZVPD.

Results
* charge: +1
* M: 238.2 g mol⁻¹
* LUMO energy: -3.733 eV

Cartesian coordinates (Å):
C  0.65847  -0.61955  -3.13113
C  0.65705  -2.12473  -2.81867
Si  1.28473  -2.61288  -1.13157
O  0.72679  -1.56083  0.05568
Si  0.10788  -2.34009  1.41340
C  0.02559  -1.19499  2.87424
B  1.43504  -0.95525  3.56647
O  2.55927  -1.44436  2.97007
O  1.56726  -0.30849  4.78050
H  1.52124  -0.34241  -3.73554
H  -0.22407  -0.33615  -3.70983
H  0.67070  -0.01715  -2.22659
H  1.30481  -2.63888  -3.53522
H  -0.33447  -2.56409  -2.94815
H  2.75980  -2.66849  -1.08996
H  0.76259  -3.96002  -0.80818
H  -1.23409  -2.85022  1.04181
H  1.02156  -3.44728  1.73556
H  -0.60530  -1.68902  3.62372
H  -0.44008  -0.22706  2.65138
H  3.34883  -1.26707  3.49842
H  1.02192  0.47963  4.86987
C  -1.61953  4.08884  -1.43790
C  -2.22042  3.40307  -0.26394
O  -2.94635  3.82337  0.56272
N  -1.87822  1.89621  -0.12749
C  -0.44821  1.48924  -0.34257
H  -1.90324  5.13587  -1.38945
H  -0.53347  4.00192  -1.43891
H  -1.99778  3.64868  -2.36387
H  -2.47597  1.38628  -0.78471
H  -2.20478  1.64618  0.80973
H  -0.18421  1.69321  -1.37330
H  -0.36179  0.42198  -0.13886
H  0.17842  2.05456  0.34226

Here are the Löwdin charges for atoms 1 to 4, given in e:
1. C -0.158
2. C -0.351
3. Si 0.522
4. O -0.465



Entry 2:
Computed, not measured: a structure of composition C6H21BeN10O8Pb, with ωB97M-V/def2-TZVPD.

Results
* charge: +3
* M: 577.5 g mol⁻¹
* LUMO energy: -13.690 eV
* relative energy (zero: lowest compared OMol25 entry of this formula, charge and spin): 108.8 kcal per mole

Cartesian coordinates (Å):
Be  1.20106  -1.76478  -2.91764
Pb  -2.65234  2.00629  -2.79473
O  -0.62801  -0.80399  0.45499
C  -0.33307  0.01700  -0.49374
O  0.72836  -0.34463  -1.04680
O  -0.92694  1.04129  -0.83807
H  0.23296  -1.06068  0.11671
C  2.55776  -1.90553  2.10688
O  3.50282  -2.31752  2.71711
N  2.63912  -1.23371  0.96655
N  1.32352  -1.93085  2.55187
H  3.58562  -1.34964  0.63368
H  1.98270  -0.56938  0.58201
H  0.76869  -1.22664  2.08672
H  0.92991  -2.27403  3.41640
C  -0.61298  4.12310  0.72376
O  -0.80203  5.26133  1.23625
N  -1.17687  3.06829  1.19171
N  0.08780  3.86924  -0.33488
H  -1.19268  2.24762  0.60320
H  -1.89408  3.42298  1.80807
H  -0.01534  4.71252  -0.88109
H  0.44627  3.01096  -0.72849
C  -0.16944  -4.07179  -0.32869
O  0.72914  -3.36039  -0.75022
N  -1.16947  -3.55823  0.28670
N  -0.21321  -5.33879  -0.49696
H  -2.04291  -4.06070  0.35541
H  -1.22500  -2.55223  0.21610
H  -0.94617  -5.94838  -0.16341
H  0.69015  -5.70586  -0.76021
C  3.51976  0.99212  -2.58013
O  2.73884  0.16644  -3.08437
N  4.77959  1.26316  -2.86146
N  3.16646  1.60211  -1.47551
H  5.11574  0.96030  -3.76444
H  5.35313  1.70164  -2.15513
H  2.26901  1.29852  -1.12546
H  3.86143  2.04225  -0.88952
C  -4.40618  1.12824  0.62634
O  -4.04035  1.54395  -0.49972
N  -5.58816  1.43896  1.03285
N  -3.59746  0.65268  1.43669
H  -6.05994  2.15087  0.49367
H  -5.95445  1.07138  1.89935
H  -2.65235  0.42208  1.16526
H  -3.91040  0.16241  2.26241

Here are the Löwdin charges for atoms 1 to 4, given in e:
1. Be 1.258
2. Pb 1.823
3. O 0.151
4. C -0.818



Entry 3:
Computed, not measured: a structure of composition C6H21FNO4Sr2, with ωB97M-V/def2-TZVPD.

Results
* charge: +5
* M: 365.5 g mol⁻¹
* LUMO energy: -20.120 eV

Cartesian coordinates (Å):
Sr  -0.57203  1.36970  4.06527
Sr  -1.69871  0.55497  0.49754
O  2.24092  -1.48211  2.81864
H  2.03293  -1.01477  3.63100
H  1.69674  -1.05009  2.15620
H  3.14063  -1.32908  2.52084
O  1.43748  3.04945  0.88689
H  0.65626  2.86266  1.41262
H  1.75756  3.91549  1.14980
H  2.14480  2.43020  1.08140
F  0.26950  -0.00960  2.06104
C  -2.21441  -3.50933  1.05946
O  -1.51267  -2.40630  0.51244
C  -0.60324  -2.80064  -0.52558
C  0.51836  -1.78837  -0.91210
N  -0.21631  -0.64087  -1.57801
C  0.69696  0.48413  -1.60433
C  -0.03956  1.71342  -2.21903
O  -0.68536  2.28076  -1.05026
C  -1.23150  3.53184  -1.44033
H  -2.91768  -3.17584  1.82254
H  -1.41375  -3.84463  1.71871
H  -2.52040  -4.29242  0.36575
H  -1.09427  -3.00854  -1.47625
H  -0.15859  -3.72138  -0.14791
H  1.26795  -2.30018  -1.51564
H  0.93372  -1.38466  0.01126
H  -0.41016  -0.79531  -2.55713
H  1.63812  0.27360  -2.11225
H  0.93041  0.68563  -0.55887
H  -0.65328  1.37329  -3.05315
H  0.77692  2.35518  -2.55010
H  -0.51906  4.27675  -1.79479
H  -1.65558  3.84350  -0.48580
H  -2.02255  3.55347  -2.18991

Here are the Löwdin charges for atoms 1 to 4, given in e:
1. Sr 1.878
2. Sr 1.675
3. O 0.380
4. H 0.169



Entry 4:
Computed, not measured: a structure of composition C6H21N4Ru, with ωB97M-V/def2-TZVPD.

Results
* charge: +1
* M: 250.3 g mol⁻¹
* LUMO energy (alpha / beta): -2.862 / -5.319 eV
* multiplicity: 5
* ⟨S²⟩: 6.02

Cartesian coordinates (Å):
C  1.75476  0.24706  -1.02981
Ru  0.00000  0.00000  0.00000
N  -1.84669  -0.36640  1.27419
H  0.35469  -1.51037  0.13594
H  -1.63359  -0.45989  2.27765
H  -0.54254  -0.60428  -1.29255
H  2.12032  -0.68718  -1.48010
H  2.48154  0.59355  -0.26659
H  1.64873  1.01225  -1.81968
H  -2.59945  0.33128  1.20637
H  -2.26939  -1.26341  1.00022
C  -0.96087  4.46325  -1.65673
N  -0.32748  4.43056  -0.33354
C  0.01421  5.73130  0.21451
C  -0.03603  3.13226  0.31050
N  -0.39961  2.05899  -0.34379
N  0.63990  2.97264  1.60752
C  1.22010  4.00308  2.46679
C  0.71734  1.64523  2.19690
H  -1.09671  5.48730  -2.06315
H  -1.96947  4.00345  -1.61559
H  -0.32000  3.92959  -2.39493
H  -0.49971  5.88382  1.18533
H  1.11811  5.84205  0.24966
H  -0.31610  6.57373  -0.42857
H  -0.88359  2.11233  -1.24517
H  0.68712  4.01057  3.44215
H  2.28917  3.76643  2.65105
H  1.22005  5.02476  2.12705
H  -0.30186  1.27204  2.36218
H  1.30172  0.96684  1.56051
H  1.21941  1.64966  3.18967

Here are the Löwdin charges for atoms 1 to 4, given in e:
1. C -0.323
2. Ru 1.134
3. N -0.058
4. H -0.065